This record from OMol25 describes 10 unconnected molecules or ions with the total composition C50H118N2O18 in a non-equilibrium geometry. The level of theory is ωB97M-V/def2-TZVPD.

Structure (XYZ):
```
188
Properties=species:S:1:pos:R:3:forces:R:3:lowdin_charge:R:1
C -0.9305 -2.5321 -5.7210 -1.165 -0.815 -1.019 -0.0275
C -1.9591 -2.9754 -4.6589 0.980 0.640 0.147 -0.4997
C -2.2960 -4.4427 -4.8675 0.015 -0.457 -0.884 -0.0287
C -1.2543 -2.7906 -3.3000 -1.033 -0.264 1.175 -0.1132
C -2.2186 -2.6473 -2.1169 -0.850 1.020 -0.912 -0.1702
C -3.2272 -1.5283 -2.4713 -0.140 -1.477 1.084 -0.1264
C -4.0697 -1.8683 -3.7054 0.172 0.686 0.572 -0.5262
C -5.0290 -3.0166 -3.4334 -0.319 -1.237 0.721 -0.0337
C -4.9111 -0.5984 -3.9603 0.088 -0.845 -0.936 -0.0291
N -3.1031 -2.0592 -4.7821 -0.087 0.625 -0.218 -0.0721
O -3.7797 -2.2723 -6.0390 0.120 -0.009 0.540 -0.0239
H -0.5650 -1.5210 -5.5784 0.447 -0.156 0.490 0.0610
H -0.2030 -3.3393 -5.8274 0.536 0.504 0.238 0.0853
H -1.4314 -2.5075 -6.6992 -0.030 -0.090 0.127 0.0786
H -1.4114 -5.0852 -4.9368 0.191 0.333 0.293 0.0835
H -2.9306 -4.8740 -4.0990 -0.207 0.098 -0.045 0.0708
H -2.7357 -4.5392 -5.8661 -0.439 -0.099 0.287 0.0872
H -0.6692 -3.6882 -3.0910 0.288 0.387 -0.608 0.0881
H -0.6537 -1.8827 -3.2284 0.335 -0.093 -0.542 0.1241
H -2.8211 -3.5387 -1.9313 0.331 -0.221 0.122 0.1076
H -1.7072 -2.3142 -1.2142 -0.129 -0.407 -0.521 0.0536
H -2.7332 -0.5603 -2.5513 -0.013 -0.001 -0.137 0.1079
H -3.9141 -1.5252 -1.6129 -0.041 0.556 -0.160 0.1234
H -5.6587 -2.8117 -2.5579 -0.049 0.377 -0.252 0.0889
H -4.5576 -3.9608 -3.1345 0.341 0.272 -0.197 0.0624
H -5.6895 -3.3104 -4.2507 0.110 0.468 -0.229 0.0865
H -4.2487 0.2406 -4.1726 -0.099 0.109 0.047 0.0670
H -5.5576 -0.3898 -3.1132 0.082 0.071 0.151 0.0868
H -5.5548 -0.8023 -4.8226 -0.043 0.331 0.025 0.0807
H -3.8746 -1.3624 -6.3427 0.030 -0.142 -0.233 0.0892
C 0.8733 -8.3656 -0.6568 0.465 -0.984 0.620 -0.0450
C 1.5076 -7.0133 -0.3509 -0.945 0.161 0.594 -0.5156
C 2.6959 -7.1717 0.6027 -0.024 0.414 -0.471 -0.0097
C 1.8849 -6.3835 -1.6835 1.521 -0.894 -0.527 -0.1433
C 2.2191 -4.9213 -1.6059 0.051 0.586 0.698 -0.1743
C 0.9980 -4.2011 -1.0565 -0.046 -0.827 -1.702 -0.1424
C 0.5173 -4.7687 0.2762 0.410 2.610 0.423 -0.5105
C 1.4609 -4.1798 1.3554 0.188 -0.107 -0.024 -0.0113
C -0.8544 -4.1245 0.5002 -0.724 -0.927 -0.019 -0.0322
N 0.4244 -6.1819 0.2302 -0.446 -1.077 -0.909 -0.0896
O 0.0158 -6.6513 1.5163 0.395 -0.072 0.041 -0.0072
H -0.1179 -8.2990 -1.1015 0.176 0.224 -0.385 0.0918
H 1.5780 -8.9452 -1.2617 -0.290 0.066 -0.298 0.0910
H 0.7535 -9.0047 0.2324 0.061 0.317 0.089 0.0810
H 3.0895 -6.1740 0.7927 0.225 -0.153 0.244 0.0681
H 2.3744 -7.6280 1.5337 0.038 0.028 0.107 0.0819
H 3.4862 -7.7718 0.1496 -0.036 -0.082 0.008 0.0884
H 2.8091 -6.8943 -1.9992 -0.177 -0.135 0.033 0.1259
H 1.1697 -6.6650 -2.4584 -0.357 0.446 0.112 0.1239
H 3.0766 -4.7796 -0.9377 0.041 -0.081 -0.051 0.0920
H 2.5320 -4.4999 -2.5623 -0.152 -0.112 -0.148 0.1217
H 0.2588 -4.3724 -1.8566 -0.127 -0.028 0.733 0.0978
H 1.1337 -3.1197 -1.0530 -0.075 0.047 0.517 0.1142
H 1.4323 -4.8036 2.2479 0.056 0.185 0.121 0.0878
H 1.1526 -3.1580 1.5902 -0.153 -0.092 0.147 0.0806
H 2.4875 -4.0781 0.9968 0.028 -0.332 0.133 0.0511
H -1.1489 -4.0857 1.5504 0.162 0.135 0.039 0.0844
H -1.6184 -4.7286 -0.0059 0.108 0.050 -0.019 0.0959
H -0.8875 -3.1463 0.0283 0.242 -0.048 0.548 0.0367
H -0.3067 -7.5400 1.3255 -0.232 0.132 0.057 0.0875
C -0.4585 4.5389 -1.8726 -0.596 -1.227 -0.734 -0.0632
O -1.2216 3.5720 -2.6162 -0.744 1.066 0.642 -0.2054
C -0.6495 3.1691 -3.8355 0.717 0.223 1.292 -0.2108
C -1.0127 1.7263 -3.8777 1.230 -1.990 -0.841 -0.1854
O -0.5806 1.0690 -5.0770 -0.800 0.048 -0.080 -0.1951
C -1.5096 1.0852 -6.1412 0.104 0.767 -0.070 -0.1089
H -0.4651 5.5047 -2.3856 0.374 -0.020 0.080 0.0944
H 0.5192 4.0598 -1.7719 0.327 0.767 0.245 0.0679
H -0.9412 4.6313 -0.9030 0.059 0.055 0.032 0.0842
H 0.4384 3.2159 -3.6838 -0.325 0.067 -0.506 0.0794
H -0.9309 3.7894 -4.6885 -0.231 -0.040 -0.093 0.1375
H -2.0430 1.5062 -3.5914 -0.175 0.192 -0.358 0.1202
H -0.3635 1.1713 -3.1943 -0.343 0.484 0.701 0.1197
H -2.5504 1.0784 -5.7960 0.092 -0.277 0.117 0.0791
H -1.3043 0.2193 -6.7630 -0.112 -0.023 -0.125 0.0745
H -1.3875 2.0082 -6.7276 -0.020 -0.189 -0.123 0.0860
C 2.9005 3.1006 -4.5542 -1.278 1.146 -0.533 -0.1033
O 3.8896 3.8299 -3.8911 0.767 -0.299 -0.115 -0.1942
C 5.1448 3.6488 -4.4932 0.804 0.179 -0.047 -0.2113
C 6.2068 4.3024 -3.6230 -0.550 0.860 0.299 -0.2262
O 7.4904 4.1487 -4.1446 0.205 -0.763 0.026 -0.1685
C 7.7958 5.0648 -5.1497 0.555 0.586 -0.678 -0.1244
H 2.9557 3.2125 -5.6455 0.373 -0.238 0.019 0.0996
H 1.9825 3.6461 -4.3118 0.112 -0.550 0.073 0.0660
H 2.8281 2.0493 -4.2869 0.163 -0.143 0.167 0.1010
H 5.1867 4.1281 -5.4839 -0.262 -0.170 0.021 0.1219
H 5.4113 2.5924 -4.6302 -0.196 -0.037 0.097 0.1379
H 6.1671 3.9085 -2.6067 0.153 -0.217 -0.054 0.1272
H 6.0070 5.3835 -3.5450 -0.273 -0.110 0.090 0.1254
H 8.6018 4.6472 -5.7537 0.041 -0.011 0.096 0.0913
H 8.1448 6.0220 -4.7383 -0.075 -0.076 0.090 0.0921
H 6.9777 5.2910 -5.8442 -0.134 -0.184 0.209 0.0840
C -3.0852 3.2521 3.9702 -0.247 -0.938 0.268 -0.0977
O -4.1051 4.1410 4.3381 0.142 1.008 0.378 -0.2019
C -5.1977 3.6464 5.0561 -0.569 -1.399 -1.146 -0.2084
C -4.9484 3.0849 6.4377 -0.504 0.406 0.613 -0.2324
O -4.1799 1.9092 6.3759 0.677 -0.083 0.691 -0.2212
C -3.9056 1.3540 7.6839 -1.389 0.714 -0.982 -0.0668
H -3.4349 2.6212 3.1416 0.282 0.140 -0.220 0.0957
H -2.8392 2.5652 4.7821 0.124 0.122 -0.002 0.0803
H -2.1987 3.8284 3.7243 -0.096 0.142 -0.297 0.0672
H -5.6603 2.8282 4.4652 0.106 0.028 0.145 0.1322
H -5.9538 4.4301 5.0362 0.135 0.189 0.474 0.1304
H -5.9176 2.8275 6.9068 -0.002 0.241 -0.237 0.1305
H -4.5100 3.8644 7.0861 0.287 -0.299 -0.079 0.1206
H -3.5709 2.1298 8.3788 0.443 -0.114 -0.136 0.0858
H -3.2026 0.5521 7.5092 0.147 -0.086 0.329 0.0833
H -4.8693 0.9951 8.0808 0.345 -0.293 0.063 0.0893
C 0.4513 6.8657 3.0192 0.416 0.374 -0.405 -0.1071
O -0.4783 6.5308 4.0042 -0.620 0.263 0.148 -0.1825
C 0.1549 6.1177 5.1848 1.106 -0.593 -0.242 -0.2203
C -0.8986 5.8343 6.2182 -0.736 -1.105 -0.777 -0.2120
O -1.8222 6.8766 6.3159 0.135 0.481 0.555 -0.1641
C -3.0702 6.5845 5.7233 0.039 0.495 0.060 -0.0920
H 1.0231 7.7514 3.3323 0.266 -0.236 0.034 0.0954
H -0.0365 7.1612 2.0903 -0.384 -0.198 0.135 0.0910
H 1.1079 6.0183 2.8069 0.213 0.161 -0.015 0.0687
H 0.9489 6.8031 5.5235 -0.411 0.380 -0.092 0.1291
H 0.7078 5.1888 4.9318 -0.097 0.006 0.417 0.1237
H -0.5167 5.5329 7.1947 0.341 0.389 0.064 0.1276
H -1.4152 4.9357 5.8370 -0.064 0.082 0.174 0.1121
H -3.7275 7.4205 5.9628 -0.056 -0.069 0.091 0.0924
H -3.4608 5.6582 6.1359 -0.196 -0.044 -0.057 0.0618
H -3.0030 6.5100 4.6380 0.094 -0.171 -0.010 0.0866
C 4.2695 0.4503 0.4762 -0.869 0.548 0.506 -0.0936
O 3.4423 -0.4335 -0.2752 0.673 0.532 0.025 -0.1792
C 3.7542 -1.7888 -0.1085 -0.480 -0.969 -0.193 -0.2140
C 5.1072 -2.2184 -0.6454 0.482 0.164 0.200 -0.2071
O 5.3888 -3.4875 -0.1067 0.008 -0.331 0.226 -0.1960
C 6.6917 -3.9310 -0.4022 -0.054 -0.528 -0.982 -0.1121
H 4.1850 0.2724 1.5622 0.271 -0.435 -0.255 0.1003
H 3.8369 1.4487 0.3727 0.011 -0.053 -0.359 0.0681
H 5.3152 0.5145 0.1661 -0.076 -0.322 -0.064 0.0819
H 3.0181 -2.3719 -0.6709 -0.122 0.360 0.003 0.1009
H 3.6120 -2.1330 0.9258 0.417 0.322 0.094 0.1283
H 5.8962 -1.5144 -0.3376 -0.074 -0.027 -0.139 0.1152
H 5.0979 -2.2887 -1.7411 -0.007 0.237 0.017 0.1358
H 6.8473 -4.0760 -1.4905 -0.127 0.532 0.160 0.0921
H 6.8140 -4.9529 -0.0417 -0.017 0.272 0.617 0.0876
H 7.4499 -3.2389 -0.0238 0.033 -0.162 0.121 0.0890
C 3.2191 5.2612 -1.4173 0.542 1.516 0.450 -0.1007
O 3.1804 5.9132 -0.1471 0.102 -0.090 0.474 -0.1935
C 4.4210 5.8792 0.5636 -0.673 -0.937 -1.369 -0.2010
C 4.2138 5.9855 2.0577 0.686 1.348 -0.342 -0.2153
O 3.2627 5.1492 2.6371 -0.321 -0.309 0.394 -0.1813
C 3.6856 3.8574 2.9499 1.344 -1.187 0.134 -0.1226
H 2.5660 5.8763 -2.0353 -0.502 -0.694 -0.173 0.0941
H 2.9731 4.2101 -1.3090 -0.175 -0.145 -0.310 0.0819
H 4.1920 5.3928 -1.9026 0.090 -0.319 0.246 0.0619
H 5.0186 6.7076 0.1611 0.300 -0.012 0.518 0.1305
H 4.9269 4.9448 0.2715 0.101 0.048 0.308 0.1185
H 3.9116 7.0187 2.2514 -0.390 -0.132 0.131 0.1286
H 5.2206 5.9321 2.5030 -0.191 -0.440 0.237 0.1295
H 3.0563 3.3089 3.6538 -0.655 0.633 -0.173 0.0864
H 4.6630 3.8250 3.4655 -0.018 0.441 -0.240 0.0943
H 3.8017 3.1991 2.0759 -0.144 0.253 -0.114 0.0743
C -6.0615 -6.8168 4.4295 0.458 -0.204 0.071 -0.1248
O -5.8495 -5.4850 4.0541 0.123 0.412 0.072 -0.1774
C -4.7115 -5.3342 3.2292 -0.287 -0.448 -0.515 -0.2156
C -4.3561 -3.8825 3.0545 -0.975 -0.472 -0.892 -0.2629
O -3.7140 -3.3849 4.1612 0.274 0.873 1.395 -0.1648
C -3.4661 -1.9772 4.0448 0.784 -1.150 -1.613 -0.0637
H -6.3007 -7.4737 3.5818 0.045 0.125 -0.075 0.0874
H -6.8868 -6.8551 5.1333 -0.030 0.081 0.089 0.0852
H -5.1402 -7.1811 4.9039 -0.225 -0.287 0.099 0.0881
H -4.9666 -5.7436 2.2353 0.167 0.081 0.054 0.1296
H -3.8436 -5.9117 3.5866 -0.169 0.158 0.227 0.1314
H -5.2976 -3.3340 2.8881 0.053 -0.012 -0.117 0.1324
H -3.7741 -3.8225 2.1185 0.248 0.244 0.198 0.1201
H -3.2537 -1.5020 4.9922 -0.235 -0.169 0.242 0.0820
H -4.2684 -1.5038 3.4687 -0.143 0.201 0.470 0.0895
H -2.5732 -1.9376 3.3960 -0.055 0.596 0.276 0.0744
C 0.1618 2.7465 2.2178 0.272 0.943 0.580 -0.1140
O 0.1007 1.4538 1.7073 0.338 -0.590 0.392 -0.1809
C 0.0896 1.4358 0.2918 0.076 0.487 0.622 -0.1961
C 0.2004 0.0349 -0.2408 -0.624 0.289 -0.448 -0.1743
O -1.0426 -0.6340 -0.2617 0.379 -0.045 -0.203 -0.2117
C -1.6005 -0.8318 1.0007 -1.504 0.142 0.348 -0.1293
H -0.5269 3.4334 1.7090 0.178 0.002 -0.212 0.0919
H 1.1899 3.1332 2.2023 -0.140 0.172 -0.473 0.0711
H -0.1142 2.8123 3.2757 -0.154 -0.653 -0.085 0.0850
H 0.9251 2.0094 -0.1412 -0.007 0.155 0.285 0.1243
H -0.8550 1.9327 0.0353 0.085 -0.225 -0.776 0.1351
H 0.9602 -0.5710 0.2594 0.071 0.216 0.179 0.1219
H 0.4824 0.1647 -1.2852 0.114 -0.347 -0.122 0.1178
H -2.4211 -1.5492 0.8923 0.375 -0.407 -0.079 0.0824
H -2.1564 0.0500 1.3506 0.584 0.225 0.151 0.0952
H -0.8860 -1.1668 1.7533 0.071 0.004 0.000 0.0952
```
Positions in Å, forces in eV/Å.

## Properties
Energy relative to the best compared isomer or geometry (same formula, charge and spin): 66.1 kcal/mol
Maximum force: 2.68 eV/A
Structure (SMILES): CC1(C)CCCC(C)(C)N1O.CC1(C)CCCC(C)(C)N1O.COCCOC.COCCOC.COCCOC.COCCOC.COCCOC.COCCOC.COCCOC.COCCOC
Frontier orbital gap: 8.4291 eV